{
  "formula": "C7H14N2O5S",
  "method": "wB97M-V/def2-TZVPD",
  "relative_energy_kcal_mol": 117.89,
  "energy_ev": -31530.2929,
  "total_charge": 0,
  "lumo_ev": -1.38,
  "symbols": ["C", "C", "C", "C", "C", "C", "C", "N", "N", "O", "O", "O", "O", "O", "S", "H", "H", "H", "H", "H", "H", "H", "H", "H", "H", "H", "H", "H", "H"],
  "coordinates": [[3.2396, 0.4406, -0.5847], [2.1245, 0.3464, -1.6110], [3.0329, -0.3592, 0.7702], [0.8359, 0.4641, -0.9575], [1.7677, 0.2783, 1.3854], [0.5707, -0.0640, 0.5245], [-4.1400, -1.3238, 0.5410], [-2.4762, 1.4710, -0.2291], [-1.9717, 0.3619, 0.3127], [-1.8669, 2.4851, -0.1714], [-3.6100, 1.2973, -0.6978], [-1.6593, -2.0388, 0.7444], [-2.3820, -1.2429, -1.5244], [-0.4209, 0.5580, 1.1749], [-2.4632, -1.2073, -0.0835], [4.2150, 0.2675, -0.9454], [3.3500, 1.4372, -0.2463], [2.2093, 1.3435, -2.1856], [2.1092, -0.5940, -2.2180], [2.8383, -1.3577, 0.6965], [3.8200, -0.1895, 1.5159], [0.5308, 1.6017, -0.9427], [-0.0023, -0.0105, -1.5507], [1.6381, -0.2060, 2.3855], [1.8883, 1.3875, 1.5619], [0.1979, -1.1036, 0.6203], [-4.1149, -1.0057, 1.5391], [-4.8246, -0.6341, -0.1091], [-4.4358, -2.4029, 0.2850]],
  "nbo_charge": [-0.399, -0.424, -0.384, -0.438, -0.394, 0.045, -0.865, 0.624, -0.377, -0.337, -0.434, -0.917, -0.893, -0.259, 2.282, 0.213, 0.195, 0.227, 0.215, 0.199, 0.214, 0.220, 0.229, 0.217, 0.221, 0.217, 0.252, 0.285, 0.266]
}